The following is a quantum chemistry calculation of C25H17AsNO8PS5Tc as an isolated structure in a non-equilibrium geometry, from the OMol25 dataset.

## Properties
Frontier orbital gap = 0.248 hartree
Charge = +1
Energy above the lowest of the compared OMol25 structures with the same formula, charge and spin = 122.76 kJ/mol
LUMO level = -4.45 eV

CARTESIAN COORDINATES (ANGSTROEM)
Tc (-0.23, 0.02, -0.34)
O (4.48, -3.99, -0.29)
C (3.42, -3.19, -0.31)
C (2.45, -3.21, -1.31)
C (1.43, -2.29, -1.25)
N (1.33, -1.39, -0.29)
C (2.22, -1.40, 0.71)
C (3.27, -2.27, 0.74)
C (1.87, -0.40, 1.76)
O (2.51, -0.19, 2.76)
O (0.72, 0.18, 1.45)
C (0.27, -2.20, -2.21)
O (0.15, -2.90, -3.18)
O (-0.57, -1.27, -1.79)
H (4.48, -4.61, -1.04)
H (2.46, -3.92, -2.13)
H (3.97, -2.25, 1.57)
O (-1.93, 1.05, -1.08)
S (-1.94, 2.32, -0.31)
O (-3.22, 2.83, 0.04)
O (-1.04, 2.08, 0.89)
C (-1.00, 3.52, -1.20)
C (-1.53, 4.79, -1.33)
C (-0.78, 5.78, -1.94)
C (0.49, 5.49, -2.42)
C (1.01, 4.21, -2.29)
C (0.28, 3.20, -1.66)
P (1.08, 1.56, -1.50)
C (1.45, 1.10, -3.21)
C (0.38, 0.61, -3.96)
C (0.59, 0.17, -5.26)
C (1.86, 0.22, -5.81)
C (2.92, 0.73, -5.07)
C (2.72, 1.18, -3.78)
C (2.63, 1.86, -0.62)
C (3.66, 0.93, -0.71)
C (4.80, 1.07, 0.07)
C (4.90, 2.12, 0.96)
C (3.87, 3.04, 1.08)
C (2.73, 2.91, 0.29)
H (-2.52, 4.98, -0.94)
H (-1.18, 6.78, -2.04)
H (1.08, 6.26, -2.89)
H (2.00, 3.99, -2.66)
H (-0.61, 0.55, -3.52)
H (-0.24, -0.21, -5.84)
H (2.03, -0.15, -6.81)
H (3.91, 0.77, -5.51)
H (3.55, 1.60, -3.22)
H (3.57, 0.10, -1.40)
H (5.60, 0.35, -0.02)
H (5.79, 2.23, 1.57)
H (3.95, 3.86, 1.78)
H (1.92, 3.63, 0.39)
S (-2.96, 1.92, 3.39)
As (-3.30, -0.29, 3.81)
S (-2.19, -0.56, 1.76)
S (-1.17, 0.94, 2.83)
S (-1.21, -0.25, 4.64)

=====

The following is a quantum chemistry calculation of C25H18AsBr2F6MnN2O10 as an isolated structure, from the OMol25 dataset.

## Properties
Frontier orbital gap (spin up / spin down) = 0.223 / 0.226 hartree
Charge = -2
2S+1 = 5
Energy above the lowest of the compared OMol25 structures with the same formula, charge and spin = 146.74 kJ/mol
LUMO level (spin up / spin down) = 3.01 / 3.01 eV

CARTESIAN COORDINATES (ANGSTROEM)
Mn (-0.05, -0.55, -0.29)
O (-1.20, -4.40, -0.57)
C (-1.26, -3.18, -0.54)
O (-0.30, -2.42, -0.13)
C (-2.57, -2.49, -0.92)
C (-3.04, -1.56, 0.22)
C (-4.52, -1.22, 0.05)
C (-4.47, -0.23, -1.14)
C (-2.97, -0.19, -1.44)
O (-2.40, -0.32, -0.12)
C (-2.54, -1.50, -2.12)
C (-1.19, -1.33, -2.83)
O (-1.09, -1.67, -4.00)
O (-0.24, -0.75, -2.16)
H (-3.29, -3.29, -1.10)
H (-2.72, -1.86, 1.21)
H (-5.12, -2.11, -0.15)
H (-4.91, -0.75, 0.95)
H (-5.05, -0.56, -2.00)
H (-4.83, 0.76, -0.84)
H (-2.60, 0.72, -1.90)
H (-3.24, -1.80, -2.89)
C (3.23, 1.36, 3.29)
C (2.49, 2.42, 2.53)
C (2.70, 3.78, 2.86)
C (2.02, 4.75, 2.21)
C (1.11, 4.39, 1.19)
C (0.38, 5.34, 0.44)
Br (0.54, 7.21, 0.81)
C (-0.46, 4.95, -0.55)
C (-0.61, 3.59, -0.84)
Br (-1.77, 3.13, -2.27)
C (0.06, 2.57, -0.16)
O (-0.15, 1.35, -0.53)
C (0.96, 3.01, 0.90)
N (1.64, 2.06, 1.59)
H (4.25, 1.68, 3.48)
H (3.24, 0.43, 2.73)
H (2.74, 1.18, 4.26)
H (3.41, 4.03, 3.64)
H (2.17, 5.79, 2.44)
H (-1.02, 5.68, -1.13)
O (1.41, -1.78, 2.26)
C (0.44, -1.09, 2.47)
O (-0.28, -0.43, 1.63)
C (-0.02, -0.87, 3.91)
C (0.59, -1.61, 4.92)
C (0.20, -1.44, 6.24)
C (-0.79, -0.51, 6.52)
C (-1.41, 0.24, 5.53)
C (-1.02, 0.05, 4.22)
N (-1.21, -0.32, 7.92)
O (-0.64, -0.97, 8.78)
O (-2.08, 0.49, 8.15)
H (1.37, -2.30, 4.64)
H (0.66, -1.99, 7.04)
H (-2.18, 0.95, 5.80)
H (-1.46, 0.61, 3.41)
F (2.21, -0.24, -0.67)
As (3.87, 0.20, -1.14)
F (5.49, 0.64, -1.58)
F (3.34, 0.43, -2.76)
F (3.50, 1.87, -0.79)
F (4.21, -1.46, -1.46)
F (4.38, -0.02, 0.51)

=====

The following is a quantum chemistry calculation of an isolated ion of composition C25H18B2Cl4F3O3S and charge -1 in a non-equilibrium geometry, from the OMol25 dataset.

## Properties
Frontier orbital gap = 0.208 hartree
Charge = -1
Energy above the lowest of the compared OMol25 structures with the same formula, charge and spin = 9.29 kJ/mol
LUMO level = 0.80 eV

CARTESIAN COORDINATES (ANGSTROEM)
Cl (1.42, -3.04, -2.54)
B (0.53, -2.25, -1.10)
Cl (-0.14, -0.62, -1.73)
Cl (-0.96, -3.33, -0.66)
O (1.43, -2.13, 0.03)
C (1.05, -1.85, 1.33)
C (0.61, -0.39, 1.43)
C (-0.36, -0.05, 2.37)
C (-0.60, 1.28, 2.67)
C (0.09, 2.30, 1.98)
Cl (-0.20, 3.94, 2.34)
C (1.07, 1.95, 1.04)
C (1.30, 0.61, 0.73)
H (0.28, -2.55, 1.68)
H (-0.90, -0.85, 2.88)
H (-1.29, 1.57, 3.47)
H (1.68, 2.72, 0.57)
H (2.00, 0.35, -0.05)
C (5.86, -4.86, 4.34)
C (4.55, -4.47, 3.79)
C (3.36, -4.49, 4.55)
C (2.25, -4.00, 3.90)
C (2.44, -3.56, 2.53)
B (2.25, -1.77, 2.45)
C (1.76, -4.45, 1.53)
C (2.39, -4.66, 0.32)
C (1.89, -5.60, -0.57)
C (0.86, -6.42, -0.15)
C (0.40, -7.53, -1.07)
F (-0.52, -8.37, -0.51)
F (-0.16, -7.03, -2.21)
F (1.45, -8.32, -1.47)
C (0.18, -6.21, 1.05)
C (0.59, -5.14, 1.86)
O (1.90, -1.28, 3.80)
C (2.75, -0.26, 4.05)
C (3.71, -0.17, 2.99)
C (4.49, 0.94, 2.79)
C (4.29, 2.03, 3.64)
C (3.34, 1.98, 4.65)
C (2.57, 0.84, 4.89)
O (3.43, -1.06, 2.00)
S (4.29, -3.76, 2.28)
H (5.68, -5.36, 5.30)
H (6.44, -5.53, 3.68)
H (6.46, -3.96, 4.53)
H (3.37, -4.91, 5.56)
H (1.27, -3.98, 4.34)
H (3.31, -4.14, 0.05)
H (2.28, -5.66, -1.58)
H (-0.68, -6.82, 1.30)
H (0.01, -4.92, 2.75)
H (5.16, 0.94, 1.94)
H (4.87, 2.93, 3.47)
H (3.16, 2.87, 5.25)
H (1.83, 0.79, 5.69)

=====

The following is a quantum chemistry calculation of C25H18BrN5O2PdS2 as an isolated structure, from the OMol25 dataset.

## Properties
Frontier orbital gap = 0.174 hartree
Charge = -2
Energy above the lowest of the compared OMol25 structures with the same formula, charge and spin = 0.00 kJ/mol
LUMO level = 4.11 eV

CARTESIAN COORDINATES (ANGSTROEM)
Pd (0.99, -0.13, -1.06)
C (-0.77, -3.43, -1.12)
O (-0.05, -3.10, 0.05)
C (-0.77, -2.71, 1.13)
C (-2.05, -3.14, 1.40)
C (-2.66, -2.72, 2.58)
Br (-4.43, -3.33, 2.95)
C (-2.04, -1.87, 3.46)
C (-0.75, -1.42, 3.17)
C (-0.10, -1.85, 2.02)
O (1.16, -1.46, 1.76)
C (-0.14, -0.42, 4.06)
N (-0.43, -0.31, 5.34)
C (0.28, 0.79, 5.77)
C (0.36, 1.39, 7.02)
C (1.15, 2.51, 7.17)
C (1.87, 3.04, 6.08)
C (1.81, 2.46, 4.83)
C (1.01, 1.33, 4.69)
N (0.73, 0.53, 3.62)
H (-1.57, -2.70, -1.29)
H (-1.20, -4.44, -1.05)
H (-0.05, -3.38, -1.93)
H (-2.58, -3.78, 0.71)
H (-2.53, -1.52, 4.36)
H (1.23, -1.18, 0.80)
H (-0.20, 0.98, 7.86)
H (1.22, 3.00, 8.13)
H (2.47, 3.93, 6.23)
H (2.35, 2.87, 3.98)
H (1.07, 0.63, 2.66)
S (1.35, 1.66, 0.50)
C (-0.32, 2.10, 0.83)
C (-0.54, 3.18, 1.69)
C (-1.79, 3.66, 2.03)
C (-1.92, 4.79, 2.89)
N (-2.00, 5.72, 3.57)
C (-2.92, 3.01, 1.50)
C (-2.73, 1.93, 0.65)
C (-1.47, 1.44, 0.28)
S (-1.41, 0.10, -0.83)
C (-4.25, 3.45, 1.80)
N (-5.33, 3.80, 2.02)
H (0.33, 3.68, 2.10)
H (-3.60, 1.43, 0.24)
C (-0.56, 0.49, -4.35)
C (0.92, 0.53, -4.00)
C (1.33, -0.55, -3.04)
N (1.87, -1.59, -2.92)
H (-0.79, 1.27, -5.08)
H (-1.17, 0.63, -3.46)
H (-0.83, -0.47, -4.80)
H (1.17, 1.49, -3.55)
H (1.53, 0.39, -4.90)

=====

The following is a quantum chemistry calculation of C25H18ClF6N7O10S2Y as an isolated structure, from the OMol25 dataset.

## Properties
Frontier orbital gap = 0.351 hartree
Charge = +1
Energy above the lowest of the compared OMol25 structures with the same formula, charge and spin = 11.88 kJ/mol
LUMO level = -2.78 eV

CARTESIAN COORDINATES (ANGSTROEM)
Y (1.27, -0.15, -0.56)
O (5.59, -0.72, 3.81)
C (4.62, 0.05, 4.29)
O (4.66, 0.50, 5.40)
C (3.45, 0.32, 3.40)
C (2.30, 0.98, 3.81)
Cl (1.85, 1.64, 5.29)
N (1.45, 1.03, 2.76)
N (2.00, 0.46, 1.68)
C (3.20, 0.03, 2.05)
C (3.93, -0.75, 1.00)
O (4.86, -1.50, 1.33)
O (3.44, -0.67, -0.17)
C (0.12, 1.57, 2.72)
C (-0.06, 2.91, 2.41)
C (-1.35, 3.42, 2.40)
C (-2.43, 2.59, 2.69)
C (-2.23, 1.25, 2.99)
C (-0.95, 0.73, 3.01)
H (5.39, -1.06, 2.91)
H (0.79, 3.54, 2.20)
H (-1.51, 4.46, 2.17)
H (-3.43, 3.00, 2.70)
H (-3.07, 0.61, 3.23)
H (-0.76, -0.31, 3.26)
F (0.25, 0.80, -5.24)
C (0.59, 1.87, -4.54)
F (0.80, 2.89, -5.34)
F (-0.39, 2.16, -3.68)
S (2.12, 1.50, -3.57)
O (1.64, 0.38, -2.73)
O (3.17, 1.22, -4.47)
N (2.37, 2.81, -2.75)
S (1.73, 3.24, -1.40)
O (1.18, 2.12, -0.61)
O (0.90, 4.39, -1.47)
C (3.23, 3.68, -0.43)
F (3.90, 4.64, -1.02)
F (4.00, 2.60, -0.31)
F (2.84, 4.07, 0.78)
N (-8.59, -4.30, -2.79)
C (-7.68, -3.66, -2.51)
C (-6.54, -2.86, -2.15)
C (-5.34, -3.01, -2.86)
C (-4.24, -2.24, -2.52)
C (-4.34, -1.34, -1.47)
C (-5.53, -1.18, -0.76)
C (-6.63, -1.94, -1.11)
N (-3.21, -0.55, -1.11)
C (-3.18, 0.80, -0.86)
C (-1.90, 1.11, -0.58)
N (-1.12, -0.03, -0.66)
C (-1.95, -1.01, -0.98)
H (-5.29, -3.72, -3.67)
H (-3.32, -2.32, -3.09)
H (-5.58, -0.48, 0.06)
H (-7.56, -1.83, -0.57)
H (-4.07, 1.41, -0.92)
H (-1.47, 2.07, -0.34)
H (-1.67, -2.04, -1.12)
N (3.60, -3.87, 0.70)
C (2.79, -3.82, -0.56)
C (1.68, -2.81, -0.37)
O (1.40, -2.43, 0.79)
O (1.16, -2.32, -1.41)
H (4.12, -4.74, 0.79)
H (2.95, -3.76, 1.48)
H (4.26, -3.06, 0.77)
H (2.37, -4.81, -0.74)
H (3.43, -3.54, -1.39)

=====

The following is a quantum chemistry calculation of C25H18F12N3O2V as an isolated structure in a non-equilibrium geometry, from the OMol25 dataset.

## Properties
Frontier orbital gap (spin up / spin down) = 0.261 / 0.273 hartree
Charge = 0
2S+1 = 3
LUMO level (spin up / spin down) = -0.07 / 0.08 eV

CARTESIAN COORDINATES (ANGSTROEM)
V (0.15, -0.55, -1.66)
C (3.61, -1.78, 4.40)
C (2.63, -1.43, 3.32)
C (1.28, -1.24, 3.57)
C (0.40, -0.94, 2.56)
C (0.80, -0.79, 1.22)
N (-0.16, -0.47, 0.25)
C (-1.42, 0.03, 0.63)
C (-1.51, 1.06, 1.57)
C (-2.72, 1.57, 2.00)
C (-3.91, 1.07, 1.50)
C (-5.25, 1.59, 1.95)
C (-3.83, 0.08, 0.52)
C (-2.63, -0.43, 0.05)
C (-2.60, -1.45, -1.11)
O (-1.57, -1.18, -1.99)
C (-3.87, -1.37, -2.01)
F (-5.02, -1.74, -1.42)
F (-4.03, -0.12, -2.46)
F (-3.72, -2.17, -3.08)
C (-2.45, -2.90, -0.55)
F (-1.49, -2.96, 0.38)
F (-3.58, -3.32, 0.03)
F (-2.14, -3.76, -1.52)
C (2.16, -1.05, 0.94)
C (3.03, -1.34, 1.99)
C (2.68, -1.17, -0.50)
O (2.02, -0.35, -1.39)
C (4.18, -0.77, -0.68)
F (5.08, -1.55, -0.05)
F (4.36, 0.48, -0.24)
F (4.50, -0.80, -1.98)
C (2.48, -2.64, -0.98)
F (2.53, -2.73, -2.32)
F (3.36, -3.51, -0.48)
F (1.25, -3.06, -0.63)
H (3.35, -1.27, 5.34)
H (4.62, -1.48, 4.13)
H (3.61, -2.85, 4.60)
H (0.90, -1.34, 4.59)
H (-0.65, -0.84, 2.81)
H (-0.59, 1.44, 2.00)
H (-2.73, 2.35, 2.74)
H (-5.13, 2.28, 2.79)
H (-5.89, 0.77, 2.27)
H (-5.76, 2.11, 1.14)
H (-4.76, -0.29, 0.11)
H (4.06, -1.54, 1.78)
N (1.93, 5.08, -3.28)
C (1.38, 3.89, -2.95)
C (1.01, 3.59, -1.63)
C (0.46, 2.37, -1.34)
N (0.22, 1.43, -2.28)
C (0.55, 1.73, -3.55)
C (1.11, 2.92, -3.93)
H (2.28, 5.68, -2.55)
H (2.36, 5.20, -4.18)
H (1.18, 4.30, -0.84)
H (0.19, 2.11, -0.33)
H (0.34, 0.97, -4.29)
H (1.36, 3.09, -4.97)

=====

The following is a quantum chemistry calculation of C25H18F3N2O2W as an isolated structure, from the OMol25 dataset.

## Properties
Frontier orbital gap = 0.257 hartree
Charge = +1
LUMO level = -4.56 eV

CARTESIAN COORDINATES (ANGSTROEM)
W (0.34, 1.57, 0.31)
O (2.24, 1.65, 0.31)
C (2.87, 2.36, -0.71)
C (4.22, 2.64, -0.65)
C (4.77, 3.37, -1.70)
C (3.98, 3.80, -2.76)
C (2.63, 3.50, -2.79)
C (2.06, 2.79, -1.75)
C (0.66, 2.27, -1.67)
N (-0.36, 2.84, -0.90)
C (-1.76, 3.18, -1.16)
C (-2.60, 2.05, -0.55)
N (-1.87, 1.61, 0.64)
C (-2.37, 1.46, 1.80)
C (-1.50, 1.19, 2.92)
C (-1.95, 0.43, 4.00)
C (-1.11, 0.13, 5.06)
C (0.20, 0.61, 5.06)
C (0.66, 1.40, 4.02)
C (-0.18, 1.69, 2.95)
O (0.28, 2.54, 1.97)
H (4.82, 2.29, 0.18)
H (5.83, 3.60, -1.69)
H (4.43, 4.37, -3.57)
H (2.02, 3.83, -3.63)
H (0.34, 1.63, -2.49)
H (-1.98, 4.13, -0.68)
H (-1.93, 3.28, -2.23)
H (-3.62, 2.36, -0.32)
H (-2.64, 1.20, -1.24)
H (-3.45, 1.53, 1.97)
H (-2.97, 0.06, 4.00)
H (-1.47, -0.47, 5.88)
H (0.86, 0.38, 5.89)
H (1.66, 1.81, 4.02)
F (-0.77, -7.78, -0.99)
C (-1.23, -6.95, -1.93)
F (-0.58, -7.24, -3.07)
F (-2.52, -7.22, -2.13)
C (-1.01, -5.51, -1.54)
C (0.30, -5.08, -1.31)
C (0.54, -3.77, -0.95)
C (-0.53, -2.88, -0.81)
C (-1.84, -3.32, -1.04)
C (-2.07, -4.63, -1.41)
C (-0.28, -1.53, -0.44)
C (-0.04, -0.37, -0.14)
H (1.12, -5.78, -1.42)
H (1.55, -3.43, -0.77)
H (-2.66, -2.63, -0.93)
H (-3.08, -4.98, -1.59)

=====

The following is a quantum chemistry calculation of C25H18F3NO5PRhS2 as an isolated structure, from the OMol25 dataset.

## Properties
Frontier orbital gap (spin up / spin down) = 0.259 / 0.259 hartree
Charge = 0
Energy above the lowest of the compared OMol25 structures with the same formula, charge and spin = 233.02 kJ/mol
LUMO level (spin up / spin down) = -1.28 / -1.28 eV

CARTESIAN COORDINATES (ANGSTROEM)
Rh (2.00, -0.61, 0.59)
O (2.24, 1.72, 2.01)
S (2.89, 2.16, 0.79)
O (4.11, 2.90, 0.86)
O (3.05, 0.97, -0.13)
C (1.69, 3.16, 0.00)
C (2.04, 4.42, -0.45)
C (1.07, 5.23, -1.04)
C (-0.23, 4.77, -1.18)
C (-0.57, 3.49, -0.74)
C (0.38, 2.68, -0.14)
P (-0.05, 0.97, 0.35)
C (-0.96, 1.07, 1.91)
C (-1.33, -0.14, 2.50)
C (-2.01, -0.14, 3.71)
C (-2.30, 1.06, 4.34)
C (-1.92, 2.26, 3.77)
C (-1.25, 2.27, 2.55)
C (-1.27, 0.54, -0.91)
C (-0.79, 0.37, -2.22)
C (-1.67, 0.04, -3.24)
C (-3.02, -0.14, -2.97)
C (-3.50, 0.03, -1.68)
C (-2.62, 0.37, -0.65)
H (3.05, 4.76, -0.33)
H (1.33, 6.22, -1.38)
H (-0.99, 5.40, -1.63)
H (-1.58, 3.13, -0.88)
H (-1.06, -1.07, 2.02)
H (-2.29, -1.08, 4.16)
H (-2.83, 1.06, 5.29)
H (-2.13, 3.20, 4.27)
H (-0.94, 3.21, 2.11)
H (0.26, 0.48, -2.43)
H (-1.29, -0.09, -4.25)
H (-3.70, -0.40, -3.77)
H (-4.55, -0.10, -1.47)
H (-3.00, 0.51, 0.35)
F (3.53, -4.78, -2.57)
C (2.71, -5.24, -1.61)
F (2.36, -6.50, -1.95)
F (3.42, -5.33, -0.48)
C (1.49, -4.36, -1.47)
C (0.25, -4.85, -1.82)
C (-0.87, -4.04, -1.68)
C (-0.69, -2.76, -1.23)
N (0.51, -2.24, -0.94)
C (1.57, -3.03, -1.03)
S (3.07, -2.28, -0.52)
H (0.16, -5.86, -2.18)
H (-1.86, -4.41, -1.93)
H (-1.54, -2.09, -1.12)
O (1.33, -1.98, 2.06)
C (2.41, -1.76, 2.65)
O (3.26, -0.99, 2.11)
H (2.64, -2.20, 3.63)

=====

Q: Number 7 is which compound?
A: C25H18F3N2O2W

=====

Q: Look up the charge of the fifth one.
A: +1

=====

Q: What is the formula in the seventh record?
A: C25H18F3N2O2W